Entry 1:
# C31H40N2O7

A single C31H40N2O7 molecule (ωB97M-V with the def2-TZVPD basis set, OMol25).

Atoms and positions in Å:
C (-10.1721, -2.8280, -0.0356)
O (-8.8984, -3.3630, 0.2415)
C (-7.8098, -2.5740, 0.0858)
C (-6.5779, -3.1771, 0.3622)
C (-5.4051, -2.4670, 0.2489)
C (-5.4282, -1.1298, -0.1510)
C (-4.2079, -0.3067, -0.3239)
O (-4.1596, 0.6651, -1.0544)
N (-3.1415, -0.7170, 0.4375)
N (-1.9539, -0.0449, 0.5717)
C (-1.4340, 0.5433, -0.4278)
C (-0.1862, 1.3702, -0.2906)
C (0.0090, 2.1284, -1.6142)
C (-1.1382, 3.0978, -1.8951)
C (-1.3286, 4.1036, -0.7586)
O (-2.4231, 4.9562, -1.0066)
C (-1.5007, 3.3556, 0.5652)
C (-0.3484, 2.3861, 0.8856)
O (-0.6218, 1.7261, 2.1010)
C (0.9662, 3.1404, 1.1184)
C (2.0890, 2.1651, 1.4518)
C (2.2962, 1.1477, 0.3249)
C (0.9834, 0.4070, 0.0558)
C (1.1840, -0.6547, -1.0219)
C (2.2609, -1.6430, -0.5954)
C (3.6251, -0.9797, -0.3515)
C (4.2403, -0.5483, -1.6798)
C (4.5066, -2.0210, 0.4116)
C (5.9527, -1.9675, 0.0524)
C (6.5872, -2.7433, -0.8332)
C (7.9964, -2.3319, -0.9122)
O (8.8834, -2.7757, -1.5877)
O (8.1709, -1.2978, -0.0491)
C (6.9564, -1.0004, 0.6054)
C (4.2217, -1.7756, 1.9085)
C (3.3610, -0.5088, 2.0118)
C (3.4742, 0.1942, 0.6491)
O (4.6813, 0.9432, 0.5942)
C (-6.6532, -0.5414, -0.4488)
C (-7.8356, -1.2437, -0.3266)
H (-10.2561, -2.5140, -1.0805)
H (-10.4033, -1.9829, 0.6200)
H (-10.8771, -3.6352, 0.1556)
H (-6.5749, -4.2131, 0.6614)
H (-4.4689, -2.9707, 0.4404)
H (-3.3189, -1.3276, 1.2228)
H (-1.8699, 0.4814, -1.4205)
H (0.9468, 2.6814, -1.5989)
H (0.0619, 1.4107, -2.4348)
H (-0.9445, 3.6363, -2.8250)
H (-2.0756, 2.5494, -2.0209)
H (-0.4697, 4.7797, -0.7032)
H (-3.2179, 4.4134, -1.0799)
H (-2.4322, 2.7819, 0.5184)
H (-1.5941, 4.0720, 1.3835)
H (-1.2954, 1.0476, 1.9249)
H (1.2293, 3.7383, 0.2490)
H (0.8137, 3.8129, 1.9634)
H (1.8185, 1.6443, 2.3701)
H (3.0016, 2.7390, 1.6310)
H (2.5961, 1.6846, -0.5815)
H (0.6796, -0.0960, 0.9797)
H (0.2486, -1.1943, -1.1859)
H (1.4680, -0.1878, -1.9641)
H (1.9320, -2.1445, 0.3160)
H (2.3814, -2.4044, -1.3691)
H (3.5635, 0.1099, -2.2164)
H (4.4405, -1.4194, -2.2989)
H (5.1689, -0.0117, -1.5187)
H (4.1644, -3.0184, 0.1211)
H (6.1932, -3.5476, -1.4231)
H (6.6681, 0.0366, 0.4084)
H (7.1094, -1.1154, 1.6838)
H (5.1510, -1.6504, 2.4596)
H (3.7030, -2.6306, 2.3408)
H (2.3231, -0.7623, 2.2166)
H (3.7117, 0.1412, 2.8131)
H (4.6313, 1.6398, 1.2574)
H (-6.6631, 0.4870, -0.7772)
H (-8.7660, -0.7506, -0.5582)

Frontier orbital gap = 9.41 eV
Molar mass = 552.7 g/mol
E_LUMO = 0.3 eV
Net charge = 0
ΔE to the lowest compared entry with this formula, charge and spin = 0.000 eV
E_HOMO = -0.334 Eh

=====

Entry 2:
# C18H15Cl2N4O3Pd

A molecular structure, C18H15Cl2N4O3Pd at a distorted geometry (ωB97M-V with the def2-TZVPD basis set, OMol25).

Atoms and positions in Å:
Pd (0.1140, 0.0613, -0.3129)
O (2.2572, 0.5866, 3.3962)
C (1.6618, 0.0863, 2.4343)
N (0.9016, 0.8422, 1.6026)
C (0.8737, 2.1602, 1.9319)
O (1.4847, 2.5904, 2.9153)
C (0.0629, 2.9403, 1.0044)
C (-0.0336, 4.3424, 1.0518)
C (-0.8007, 4.9833, 0.1078)
C (-1.5017, 4.2350, -0.8456)
C (-1.3699, 2.8572, -0.8290)
N (-0.5961, 2.2422, 0.0514)
C (1.6794, -1.3211, 2.0623)
C (2.4650, -2.2599, 2.7525)
C (2.4592, -3.5665, 2.3340)
C (1.6451, -3.9553, 1.2642)
C (0.8924, -2.9815, 0.6332)
N (0.9287, -1.7093, 1.0059)
H (0.5137, 4.8757, 1.8142)
H (-0.8596, 6.0631, 0.0966)
H (-2.1234, 4.7029, -1.5909)
H (-1.9106, 2.2299, -1.5341)
H (3.0603, -1.9068, 3.5798)
H (3.0829, -4.2957, 2.8264)
H (1.5984, -4.9764, 0.9205)
H (0.2356, -3.2356, -0.1925)
O (-1.9810, -0.6877, -0.0443)
N (-2.6059, -0.6444, 1.0991)
C (-3.4473, 0.3740, 1.3596)
C (-4.1308, 0.4352, 2.5529)
C (-3.9576, -0.5701, 3.4980)
C (-3.0925, -1.6185, 3.2039)
C (-2.4296, -1.6317, 1.9976)
H (-3.5397, 1.1166, 0.5793)
H (-4.8055, 1.2568, 2.7399)
H (-4.4808, -0.5359, 4.4402)
H (-2.9393, -2.4266, 3.9020)
H (-1.7508, -2.4188, 1.7017)
Cl (0.3237, -1.0680, -2.5029)
C (1.9299, -0.3852, -2.8342)
Cl (2.2299, 0.8701, -1.6100)
H (1.9271, 0.0657, -3.8280)
H (2.6902, -1.1643, -2.7416)

Frontier orbital gap (alpha / beta) = 4.73 / 5.78 eV
Molar mass = 512.7 g/mol
E_LUMO (alpha / beta) = -9.9 / -9.1 eV
Net charge = +2
ΔE to the lowest compared entry with this formula, charge and spin = 3.026 eV
Multiplicity = 2
E_HOMO (alpha / beta) = -0.538 / -0.546 Eh

=====

Entry 3:
# C2H6OS2

2 unconnected molecules or ions with the total composition C2H6OS2 at a distorted geometry (ωB97M-V with the def2-TZVPD basis set, OMol25).

Atoms and positions in Å:
C (0.9798, -0.1273, 1.4216)
C (0.0187, -0.7811, 0.4440)
O (-1.6390, 1.2037, -3.5364)
S (-1.1591, 0.5717, -2.2942)
S (-1.6391, -0.1038, 0.5731)
H (1.0227, 0.9500, 1.2600)
H (0.6450, -0.3023, 2.4433)
H (1.9783, -0.5462, 1.3003)
H (-0.0543, -1.8551, 0.6283)
H (0.3371, -0.6299, -0.5979)
H (-0.4899, 1.6203, -1.6422)

Frontier orbital gap (alpha / beta) = 6.12 / 6.12 eV
Molar mass = 110.2 g/mol
E_LUMO (alpha / beta) = -2.7 / -2.7 eV
Net charge = 0
ΔE to the lowest compared entry with this formula, charge and spin = 2.707 eV
E_HOMO (alpha / beta) = -0.325 / -0.326 Eh

=====

Entry 4:
# C2H2N2O2S

2 unconnected molecules or ions with the total composition C2H2N2O2S at a distorted geometry (ωB97M-V with the def2-TZVPD basis set, OMol25).

Atoms and positions in Å:
C (2.1241, 0.7082, 0.3560)
C (0.8192, 0.1550, 0.4413)
N (3.1282, 1.2417, 0.3774)
N (0.7392, -1.3040, 0.5569)
O (1.5502, -1.9748, -0.0641)
O (-0.2331, -1.7146, 1.1544)
S (-0.5999, 1.0943, 1.0148)
H (0.6037, 0.3730, -1.4364)
H (-1.6925, 0.1278, 0.6605)

Frontier orbital gap (alpha / beta) = 7.88 / 7.69 eV
Molar mass = 118.1 g/mol
E_LUMO (alpha / beta) = -2.0 / -2.6 eV
Net charge = 0
ΔE to the lowest compared entry with this formula, charge and spin = 7.115 eV
E_HOMO (alpha / beta) = -0.364 / -0.377 Eh